C57H153N15O24 | wB97M-V/def2-TZVPD

E_HOMO = -8.325 eV
LUMO energy = 0.153 eV
F_max = 6.3 eV Å⁻¹
2S+1 = 1
Kohn-Sham gap = 0.3116 Eh

```
249
Properties=species:S:1:pos:R:3:forces:R:3
O -20.178 5.826 -14.966 -0.0866 0.2039 0.0385
O -30.238 4.888 -14.217 -1.1378 -0.3367 1.1667
O -23.358 1.466 -27.805 -0.1544 1.5554 1.5840
O -21.006 -1.081 -6.430 0.3457 0.7400 -1.4069
O -27.210 -3.486 -1.587 -0.1782 0.1106 -0.1543
O -11.180 10.456 -4.772 1.1024 0.9838 -0.4268
O -15.649 5.007 -3.277 0.2312 -0.9273 0.0725
O -22.764 -5.549 3.527 1.0770 -0.1733 0.0325
O -17.741 9.431 -1.993 0.9541 0.3367 0.5623
O -25.553 6.820 -5.447 0.0865 -0.1899 0.1308
O -22.317 0.963 -12.711 -0.4765 -0.3267 -0.7062
O -11.757 -0.946 3.486 -0.1780 0.8894 -0.7704
O -25.207 0.947 2.065 0.1135 -2.7107 -0.7398
O -26.110 -4.405 -9.466 0.1264 2.3110 -1.4701
O -15.895 -3.917 -9.546 1.1110 -0.3216 0.1057
O -27.227 -3.976 -20.280 -0.7111 0.2790 0.3321
O -26.908 3.676 -26.929 0.3113 0.7497 -0.2812
O -15.629 9.248 -7.419 -0.0426 0.4663 -0.3158
O -34.059 3.460 -15.249 -0.4087 1.0786 0.8833
O -10.802 -1.967 8.237 0.2664 1.5439 1.7252
O -21.608 -5.736 -23.092 -1.7620 -0.9978 -0.5265
O -30.019 2.427 -5.177 1.1078 0.0910 0.9413
O -23.643 -6.172 -13.668 -2.8350 -0.2682 -1.8065
O -21.390 -1.662 8.577 -0.1699 -0.1029 0.0854
N -24.435 2.725 -25.675 -0.9004 -0.7019 -0.0447
N -25.603 2.986 2.628 -1.9551 2.7735 -1.3612
N -22.063 -5.056 7.087 0.7032 0.6449 -0.7598
N -22.198 -0.301 -9.239 -0.5408 0.2357 1.1479
N -32.834 5.144 -13.236 -1.1835 0.2518 -1.2786
N -15.967 6.883 -1.143 -2.0099 1.8575 0.1135
N -28.252 1.919 -3.770 2.8788 2.0373 -0.2586
N -17.286 -3.681 -7.844 -0.5704 -2.7446 5.3974
N -23.817 -4.248 -21.591 0.3314 1.4783 -1.6897
N -13.058 10.675 -7.790 1.3680 -0.1702 -0.1157
N -30.003 0.729 -3.740 -3.2837 -3.2345 0.7413
N -17.484 -2.356 -9.553 -1.6185 2.4237 -0.8335
N -12.688 -0.647 6.259 0.2368 0.9798 0.2947
N -24.414 1.808 3.987 3.7433 -1.4564 4.9179
N -25.403 -6.715 -11.330 0.9976 -1.2584 -0.3683
C -17.178 10.115 -3.108 0.1879 0.1539 -0.0343
C -9.667 -1.658 9.067 0.5300 -1.1745 -0.4654
C -9.760 10.654 -4.767 0.3821 -1.0276 -0.3954
C -22.372 -5.991 4.804 -0.3680 1.5337 1.1274
C -24.452 -7.725 -11.903 0.2822 0.9896 0.0445
C -21.406 -4.761 -22.159 -0.2150 1.9327 1.0516
C -22.061 0.026 -11.644 -0.3191 1.0371 -1.1295
C -25.756 2.024 -25.492 0.4298 1.4520 0.6471
C -22.942 0.722 -28.879 -0.3909 -1.2376 -0.5251
C -14.554 8.819 -8.291 -0.1334 -0.8447 1.5882
C -22.129 -3.884 7.969 0.2306 -0.0801 0.4156
C -29.432 1.761 -4.314 -2.0856 0.5549 -1.7633
C -20.824 -1.870 -5.282 -1.4809 -0.6320 -0.5146
C -26.474 -5.716 -9.303 0.1009 -1.9144 0.6290
C -11.411 -0.911 2.084 -0.7127 -0.2667 0.4831
C -13.181 9.225 -7.711 -1.1747 0.4317 -0.6879
C -28.090 4.352 -27.482 1.0124 -1.2535 0.7345
C -25.075 1.804 2.894 -1.2404 1.3971 -2.9829
C -31.733 4.775 -12.389 -0.6828 -1.3850 -0.5970
C -22.478 -6.476 2.499 -0.7444 0.4045 0.2065
C -11.795 11.194 -7.192 -1.3319 -0.4007 1.5156
C -22.443 -5.790 -13.230 1.9446 0.9509 2.2040
C -22.542 -4.718 -21.137 0.5932 -1.4729 0.1907
C -23.265 1.866 -25.409 -1.2191 0.2016 0.6001
C -22.249 -4.694 5.681 -0.8180 -1.0833 -0.0317
C -12.941 -1.443 7.440 -1.0631 0.2265 0.2942
C -26.622 -3.763 -10.641 0.1520 -0.2305 -0.9005
C -24.173 -7.464 -13.383 -0.2765 0.4217 -0.2424
C -22.427 0.360 -7.932 1.4722 -0.9635 0.1066
C -34.139 4.441 -13.096 1.4723 1.8060 1.1948
C -13.487 -1.092 5.143 0.7169 -0.5789 -1.7582
C -20.640 -5.722 -24.061 0.9936 -0.7692 -1.1610
C -22.404 0.659 -10.302 1.2816 0.5151 -0.8249
C -25.467 -6.781 -9.863 -1.5343 1.0280 -0.1167
C -22.342 0.354 -14.058 0.9499 0.8764 2.2549
C -23.165 0.851 -26.519 1.5567 0.0783 -1.0305
C -26.137 -3.566 -21.106 1.0951 -0.5043 1.8039
C -20.967 -2.857 7.922 0.2033 0.1903 0.3203
C -34.072 3.172 -13.827 -0.8050 -2.2059 -1.6610
C -24.924 -4.442 -20.719 0.2631 0.4463 -0.2659
C -15.556 3.676 -3.809 -0.3917 0.6193 0.0026
C -11.933 -1.132 8.540 -0.6235 -0.6392 -1.4303
C -22.335 -0.674 -6.761 -0.5046 0.9815 0.8676
C -16.857 8.532 -7.645 1.2913 -0.2048 0.3944
C -26.943 3.045 -25.618 -0.8763 -0.0474 -1.3533
C -33.780 2.422 -16.116 1.2327 -1.2767 0.0892
C -16.809 9.314 -0.869 0.3897 -1.7196 -0.5344
C -30.618 4.013 -13.145 -0.9634 2.1687 1.4134
C -16.882 5.226 -2.599 0.0559 2.0931 -0.3879
C -16.797 -3.332 -8.978 1.1195 0.2773 -3.7003
C -29.076 4.444 -14.778 1.5602 -0.6224 -0.5998
C -20.494 -0.555 8.544 -0.3884 -0.6878 -0.5924
C -15.596 8.311 -1.092 0.6773 -0.2009 -0.1388
C -13.109 -0.511 3.729 0.5632 -0.3867 1.1730
C -11.865 11.403 -5.608 -0.2001 -0.3465 -0.6029
C -27.055 -3.788 -18.845 1.0861 0.3310 -1.2049
C -16.940 6.741 -2.216 0.0412 -2.7661 -0.2102
H -32.135 4.084 -11.649 0.2359 -0.0919 0.5264
H -20.055 -3.222 8.395 0.0352 -0.3976 0.5221
H -27.048 3.810 -24.849 0.7839 0.0681 0.2188
H -22.811 -0.622 -13.929 -0.4666 0.1590 -0.7512
H -13.199 0.573 3.662 0.2524 0.2459 0.2455
H -33.551 2.771 -17.123 -0.2730 0.3918 0.1578
H -21.560 -1.595 -4.527 0.2974 0.3320 0.5203
H -21.701 1.476 -10.141 0.3773 -0.0033 0.1016
H -24.380 2.841 -26.677 0.0100 0.7960 -0.2331
H -22.152 0.449 -26.549 0.1196 -0.4934 0.2396
H -17.742 5.056 -3.248 -0.0365 -0.6210 -0.0962
H -19.746 -6.155 -23.612 0.6990 0.5599 -0.2124
H -17.087 8.549 -8.710 -0.4046 -0.0583 0.0690
H -20.845 -6.363 -24.918 -0.6803 -0.4108 0.3151
H -20.999 -0.197 -11.751 -0.0085 -0.6770 0.5646
H -12.417 8.738 -8.317 0.1083 0.1234 -0.2226
H -10.999 10.485 -7.420 -0.0086 -0.0385 -0.0318
H -28.290 4.430 -14.024 0.3054 -0.3291 0.1142
H -9.117 -0.760 8.787 -0.2908 0.1921 -0.2947
H -28.683 5.070 -15.579 -0.5658 0.3116 -0.0552
H -11.722 -1.870 1.669 0.4866 -0.2407 -0.2204
H -27.775 5.063 -28.245 0.3634 -0.1065 0.1868
H -16.710 -4.376 -7.391 -0.3069 -0.0820 0.0591
H -20.520 -4.756 -24.551 0.4061 0.4555 0.4864
H -12.364 -1.267 9.532 0.2598 -0.5629 0.1812
H -23.051 -3.331 7.790 -0.0601 -0.0600 -0.1869
H -23.189 -4.143 5.658 -0.0253 0.0374 -0.5170
H -20.593 5.039 -15.319 -0.1551 -0.1811 -0.0773
H -22.196 -4.227 -20.228 -0.1305 0.7245 -0.1486
H -10.356 -0.681 1.930 -0.0100 -0.3692 0.3299
H -20.601 -2.655 6.915 -0.5081 0.2410 -0.5275
H -9.242 10.015 -4.052 -0.7557 0.2538 0.9520
H -9.255 10.216 -5.628 -0.4162 0.3971 -0.9760
H -21.104 -5.371 7.064 0.2914 -0.4923 0.8022
H -21.427 -6.664 2.283 0.3216 0.3287 0.2898
H -14.596 3.481 -4.287 0.0632 0.5546 0.0618
H -11.963 -0.184 1.489 -0.2056 0.4636 0.3734
H -17.976 6.958 -1.956 0.0677 0.0255 0.6221
H -22.721 -0.832 -11.778 0.2340 -0.4838 -0.1115
H -12.878 11.378 -5.207 -0.2920 -0.3013 -0.5237
H -17.875 10.334 -3.917 -0.8325 -0.1167 0.5885
H -34.486 1.595 -16.189 -0.8399 0.2867 0.1499
H -21.319 0.214 -14.408 0.2342 -0.2621 0.0758
H -16.434 9.538 -3.659 0.5334 -0.1415 0.4637
H -26.313 -3.682 -22.175 -0.6932 -0.2585 0.1580
H -16.712 7.516 -7.278 0.0933 -0.4560 -0.4310
H -14.577 7.731 -8.227 0.0640 -0.3324 -0.4595
H -9.420 11.684 -4.662 -0.3689 0.1381 0.1446
H -21.440 -4.059 5.321 -0.0298 0.0735 -0.3886
H -25.099 -7.463 -13.957 -0.0712 -0.1698 0.0854
H -25.526 3.842 3.158 -0.0534 -0.3874 -0.1588
H -27.931 2.870 -3.885 0.9698 -0.4596 0.3894
H -11.588 12.446 -5.459 0.7690 0.0265 0.5446
H -21.025 0.312 8.936 0.0447 -0.1657 0.0846
H -22.920 -7.428 2.794 -0.2631 -0.2553 -0.5231
H -34.272 4.347 -12.018 -0.5625 -0.4067 -0.0516
H -23.334 1.223 -10.371 -0.7670 -0.5394 0.1604
H -28.689 4.890 -26.747 0.0906 -0.1041 0.2595
H -26.699 -3.065 -0.897 0.1117 0.1552 0.2188
H -31.354 5.658 -11.874 0.3497 -0.0888 -0.0814
H -24.079 -4.559 -22.516 0.5864 -0.1865 -0.1696
H -17.109 -1.791 -10.301 -0.0503 -0.3971 0.2210
H -23.545 -0.185 -28.841 0.1212 -0.5462 -0.6014
H -23.753 1.053 4.098 -0.2222 -0.0669 0.1600
H -15.285 6.140 -1.192 0.5941 0.8047 -0.1460
H -21.640 1.103 -7.801 0.0022 0.1003 0.1603
H -25.911 -2.514 -20.931 0.0875 0.2026 0.0213
H -27.485 -5.952 -9.636 -0.1286 0.1932 -0.5408
H -34.873 2.453 -13.655 -0.7138 0.2719 0.1972
H -26.170 -2.800 -10.876 0.3461 0.0849 0.9260
H -13.292 -2.154 4.991 -0.1346 -0.5800 -0.0634
H -16.343 3.591 -4.558 -0.0674 -0.3999 -0.1262
H -19.794 -1.865 -4.925 -0.1350 0.4225 -0.1303
H -23.881 0.044 -26.368 -0.1245 -0.1081 -0.1012
H -30.952 0.555 -4.040 0.2690 -0.3143 -0.0190
H -20.425 -4.835 -21.690 0.1379 -0.6309 0.6092
H -27.922 2.566 -25.624 0.0245 -0.8297 0.4515
H -21.593 -6.436 -13.448 -0.0023 -0.4080 -0.1150
H -14.806 8.478 -0.359 -0.4146 0.0506 0.6691
H -16.928 4.686 -1.653 -0.1734 -0.4827 -0.0981
H -22.534 -5.637 -12.155 0.6852 -0.2553 0.6402
H -9.004 -2.515 8.947 0.2063 0.0967 -0.3100
H -22.415 2.480 -25.112 0.3685 0.2067 -1.1939
H -16.791 7.361 -3.100 0.6207 -0.0120 -0.1706
H -30.889 2.994 -13.421 -0.1660 0.0779 -0.6048
H -13.941 -1.200 7.800 -0.2099 -0.0353 0.1233
H -24.088 2.672 4.397 -0.2981 -0.1604 -0.1551
H -21.449 -6.566 4.863 0.4565 0.1273 -0.5325
H -26.539 -5.810 -8.219 0.2236 -0.5061 0.1914
H -22.232 -4.324 8.961 0.1947 0.4571 0.2773
H -26.040 2.969 1.717 -0.0960 0.5988 0.2995
H -22.169 -4.784 -13.550 -0.3185 -0.0259 -0.6912
H -28.000 -3.578 -18.346 -0.0590 -0.4419 -0.3583
H -14.557 -1.043 5.344 -0.0032 0.5479 0.1155
H -26.248 7.422 -5.181 -0.1974 0.1251 0.0924
H -17.663 8.880 -6.999 0.1656 0.7514 -0.3202
H -23.345 1.316 -24.471 -0.7099 -0.3068 0.1348
H -22.756 1.118 -14.716 -0.6305 -0.5167 0.0889
H -23.505 -8.199 -13.831 0.1003 -0.3707 0.2803
H -11.698 -0.803 6.129 0.1868 0.2055 -0.9861
H -25.215 7.190 -6.263 0.1080 0.0552 -0.2175
H -33.217 2.558 -13.544 0.6815 0.2946 -0.0551
H -22.940 -5.994 1.637 -0.0310 -0.6656 -0.2636
H -22.937 -0.988 -9.194 -0.1137 -0.4810 -0.8815
H -23.377 0.885 -8.023 -0.3173 -0.0232 0.8529
H -18.222 -1.980 -8.976 0.0639 0.4867 -0.5617
H -19.572 -0.726 9.099 0.0246 -0.1272 0.2142
H -11.501 12.159 -7.603 -0.2881 -0.0524 -0.3101
H -16.426 10.263 -0.493 0.0746 0.3635 -0.6035
H -23.136 1.239 -29.818 -0.1312 0.1950 0.2128
H -26.484 -4.611 -18.415 -0.5361 -0.4480 0.0897
H -23.480 -7.614 -11.423 0.2571 -0.2203 0.4385
H -27.699 -3.593 -10.665 -0.2254 -0.1861 0.6545
H -22.650 -5.742 -20.779 0.0775 -0.6682 0.0417
H -32.886 1.903 -15.770 0.5467 -0.0876 0.0000
H -23.121 -6.657 5.231 -0.3324 0.0382 0.1180
H -25.008 -5.847 -11.662 -0.1424 0.4317 0.2844
H -16.779 11.073 -2.774 0.3227 0.0663 -0.1030
H -26.395 -2.946 -18.634 -0.0578 0.5139 -0.2438
H -29.913 3.932 -12.318 1.1559 -0.0948 -0.5104
H -13.744 -0.895 2.930 -0.3513 -0.4111 0.2137
H -25.903 -7.748 -9.611 0.0877 -0.1501 0.0946
H -17.376 8.908 -0.032 -0.3189 -0.1124 -0.2190
H -22.742 -0.246 -5.845 -0.0286 0.8004 0.1666
H -13.912 11.073 -7.426 0.2121 0.3711 0.2871
H -21.291 -3.788 -22.635 -0.4477 0.4521 -0.3817
H -19.257 5.584 -14.860 0.2419 -0.0202 0.0451
H -24.764 -8.759 -11.751 -0.3241 0.1008 -0.0115
H -25.951 1.164 -26.133 0.1119 0.1273 -0.5669
H -17.995 -3.284 -7.243 0.1669 0.3945 -0.6881
H -13.071 8.803 -6.712 -0.1624 0.0490 0.3650
H -24.475 -4.168 -19.764 -0.8285 -0.2610 0.5711
H -23.084 -1.457 -6.877 0.4447 -0.9004 -0.7132
H -29.520 -0.026 -3.274 -0.1336 0.3341 -0.0749
H -32.645 4.893 -14.196 0.8346 0.7628 -0.3078
H -26.423 -4.314 -11.561 0.0664 -0.5316 0.1029
H -25.250 -5.480 -20.781 -0.2338 -0.3224 0.6914
H -21.890 0.438 -28.869 0.2876 0.0687 0.2499
H -26.806 -4.348 -1.693 0.0619 -0.2280 -0.0558
H -24.543 -6.668 -9.295 0.5066 0.0123 -0.3106
H -9.796 -1.642 10.149 -0.9494 0.2189 0.0841
H -20.229 -0.361 7.504 0.1613 0.2152 -0.1762
H -15.674 2.901 -3.051 -0.2200 0.0456 0.2592
H -11.792 -0.057 8.430 0.8460 0.1733 0.0710
H -28.687 3.587 -27.979 -0.3128 0.0236 0.0788
H -29.237 3.446 -15.186 0.3376 -0.3326 -0.1168
H -34.859 5.152 -13.502 -0.4092 -0.4429 0.0309
H -14.705 9.138 -9.322 0.0065 0.2381 0.0003
H -12.959 -2.485 7.121 0.1788 -0.5381 0.5915
H -21.104 -2.890 -5.544 0.2092 -0.4516 0.0926
H -25.641 1.589 -24.499 -0.7720 0.2069 0.3378
H -27.929 1.216 -3.121 0.2953 0.9693 0.0444
H -15.026 8.528 -1.996 -0.3335 0.5300 -0.5884
```
Forces are in eV/Å.